[1]
The following is a DFT calculation (wB97M-V/def2-TZVPD) of C5H5Br2NO2S in the gas phase in a non-equilibrium geometry.

Structure (ORCA input):
```
! RIJCOSX wB97M-V def2-TZVPD def2/J DEFGRID3
* xyz 0 1
C 0.634 0.122 -0.863
O 0.758 -0.569 0.391
C -0.409 -0.985 0.866
O -1.446 -0.045 1.248
C -1.495 1.428 1.164
Br -2.270 1.920 -0.543
C -0.417 -2.376 0.953
Br -1.602 -3.451 1.908
S 1.036 -3.189 0.380
C 0.120 -4.398 -0.317
N -0.528 -5.161 -0.871
H 0.941 1.135 -0.914
H -0.470 0.127 -1.195
H 1.249 -0.440 -1.504
H -2.071 1.621 2.005
H -0.457 1.775 1.387
*
```

Calculated values
- energy above the lowest of the compared OMol25 structures with the same formula, charge and spin (eV) = 1.478
- HOMO energy (Ha) = -0.3216
- structure (SMILES) = CO/C(OCBr)=C(/Br)SC#N
- LUMO level (Eh) = 0.0116
- orbital gap (eV) = 9.068



[2]
The following is a DFT calculation (wB97M-V/def2-TZVPD) of a gas-phase ion, C6H13N (charge +1) in a non-equilibrium geometry.

Structure (ORCA input):
```
! RIJCOSX wB97M-V def2-TZVPD def2/J DEFGRID3
* xyz 1 2
C 2.140 2.884 0.784
C 1.023 1.962 1.282
C 0.875 0.731 0.454
C -0.344 0.152 0.180
N -0.631 -1.137 -0.052
C -1.633 -1.482 -1.124
C -1.494 -2.989 -1.346
H 1.782 3.283 -0.179
H 2.366 3.783 1.347
H 2.988 2.269 0.472
H 0.029 2.405 1.367
H 1.259 1.779 2.348
H 1.739 0.072 0.540
H -1.157 0.871 0.092
H 0.266 -1.613 -0.196
H -2.597 -1.196 -0.702
H -1.396 -0.857 -1.985
H -0.585 -3.022 -1.963
H -2.218 -3.508 -1.979
H -1.525 -3.481 -0.380
*
```

Calculated values
- energy above the lowest of the compared OMol25 structures with the same formula, charge and spin (eV) = 1.188
- HOMO energy (spin up / spin down) (Ha) = -0.5341 / -0.5759
- LUMO level (spin up / spin down) (Eh) = -0.1357 / -0.2664
- orbital gap (spin up / spin down) (eV) = 10.841 / 8.423



[3]
The following is a DFT calculation (wB97M-V/def2-TZVPD) of 3 unconnected molecules or ions with the total composition C32H40ClF16N2O8PS3 in a non-equilibrium geometry.

Structure (ORCA input):
```
! RIJCOSX wB97M-V def2-TZVPD def2/J DEFGRID3
* xyz 0 1
C 4.972 4.198 -2.674
C 5.021 3.001 -3.758
S 5.391 1.438 -2.819
C 4.836 0.016 -3.879
C 3.447 -0.632 -3.400
C 3.241 -2.040 -3.409
C 4.339 -3.130 -3.842
C 4.877 -3.777 -2.450
C 5.797 -2.784 -1.594
C 5.429 -2.783 -0.007
C 3.997 -2.094 0.214
C 3.150 -2.658 1.456
C 3.094 -4.254 1.569
S 4.330 -4.989 2.765
C 4.499 -3.850 4.231
N 5.645 -3.086 4.641
N 5.209 -2.398 5.743
C 3.829 -2.719 6.014
O 3.350 -3.652 5.063
C 1.815 -2.603 -2.905
O 1.445 -3.733 -3.303
C 0.909 -1.757 -1.875
P -0.318 -2.704 -0.807
O -0.459 -2.141 0.638
C 1.121 -0.353 -1.849
C 0.299 0.587 -0.825
C -1.243 0.636 -1.298
C -1.493 1.755 -2.433
C -1.759 1.154 -3.894
S -3.215 -0.001 -3.990
O -3.947 0.076 -5.301
O -2.689 -1.427 -3.880
Cl -4.502 0.235 -2.338
C 2.208 0.253 -2.878
O 2.057 1.456 -3.218
H 4.973 3.735 -1.621
H 5.910 4.830 -2.836
H 4.006 4.804 -2.766
H 4.021 2.844 -4.297
H 5.805 3.198 -4.563
H 4.680 0.388 -4.960
H 5.694 -0.740 -3.924
H 5.171 -2.706 -4.493
H 3.770 -3.902 -4.477
H 5.408 -4.763 -2.720
H 3.930 -4.076 -1.870
H 5.714 -1.710 -1.966
H 6.888 -3.155 -1.692
H 6.222 -2.136 0.523
H 5.523 -3.844 0.395
H 3.312 -2.102 -0.697
H 4.208 -0.980 0.442
H 3.509 -2.119 2.393
H 2.059 -2.307 1.289
H 2.059 -4.632 1.905
H 3.339 -4.733 0.546
H 3.190 -2.279 6.843
H -1.592 -2.697 -1.462
H 0.189 -4.052 -0.704
H 0.712 1.663 -0.803
H 0.387 0.205 0.255
H -1.886 0.788 -0.357
H -1.552 -0.372 -1.743
H -0.570 2.433 -2.506
H -2.412 2.355 -2.117
H -0.853 0.627 -4.350
H -1.999 2.044 -4.581
F -0.158 -0.503 9.442
C 0.389 -1.456 8.666
F 1.706 -1.509 8.996
C 0.230 -1.156 7.176
F 0.877 -0.016 6.837
F 0.849 -2.159 6.483
C -1.223 -1.085 6.660
O -1.785 0.223 6.503
C -2.396 0.803 7.637
F -2.476 -0.104 8.628
F -3.672 1.069 7.273
C -1.709 2.100 8.071
F -0.420 1.886 8.416
F -2.321 2.628 9.159
H -0.058 -2.420 8.926
H -1.199 -1.485 5.641
H -1.893 -1.757 7.202
H -1.728 2.841 7.267
F -6.527 4.371 -2.246
C -6.191 3.255 -2.921
F -4.988 3.509 -3.502
C -7.226 2.883 -3.981
F -7.322 3.850 -4.926
F -6.775 1.770 -4.629
C -8.638 2.553 -3.454
O -9.616 3.597 -3.539
C -9.675 4.516 -2.469
F -8.878 4.103 -1.466
F -10.939 4.447 -1.991
C -9.377 5.950 -2.914
F -8.132 6.061 -3.427
F -9.442 6.804 -1.863
H -6.047 2.442 -2.204
H -9.030 1.772 -4.113
H -8.618 2.091 -2.464
H -10.089 6.280 -3.675
*
```

Calculated values
- HOMO energy (Ha) = -0.3300
- structure (SMILES) = CCSCC1=C(CCCCCCCSc2nnco2)C(=O)C([PH2]=O)=C(CCCCS(=O)(=O)Cl)C1=O.FC(F)C(F)(F)COC(F)(F)C(F)F.FC(F)C(F)(F)COC(F)(F)C(F)F
- LUMO level (Eh) = -0.0643
- orbital gap (eV) = 7.228